DFT (ωB97M-V/def2-TZVPD) results for a 10-piece molecular cluster, C10H42N6O10 overall in a non-equilibrium geometry.

The SMILES is COC[C@H](C)N.COC[C@H](C)N.NC(N)=O.NC(N)=O.O.O.O.O.O.O. The total energy comes out at -40468.2846 eV. The value obtained for the gap between HOMO and LUMO is 9.4972 eV.

Each line ends with the Mulliken charge.
Cartesian coordinates (Å):
C -3.09778 -24.27534 -11.85641  -0.75
O -3.48459 -22.90654 -11.95874  -0.32
C -2.34510 -22.06815 -11.89369  -0.60
C -2.81111 -20.59180 -11.91718  0.98
C -3.46309 -20.08669 -13.19622  -1.56
N -1.62518 -19.73165 -11.72810  -0.45
H -2.60754 -24.42056 -10.89185  0.27
H -2.49888 -24.57760 -12.71939  0.31
H -4.01998 -24.85068 -11.93791  0.27
H -1.78022 -22.19944 -10.95940  0.28
H -1.58188 -22.26208 -12.65715  0.37
H -3.46512 -20.35829 -11.07407  -0.10
H -4.13766 -19.23716 -13.05588  0.37
H -4.21519 -20.79696 -13.55940  0.41
H -2.75224 -19.75925 -13.95316  0.31
H -1.24046 -20.07824 -10.84446  -0.09
H -0.88077 -19.99399 -12.37262  0.32
C 3.13285 -19.01176 -8.76019  -0.98
O 2.04736 -18.13062 -8.74118  -0.41
C 2.36825 -16.82529 -8.25288  -0.94
C 1.02057 -16.08914 -8.09382  0.78
C 0.41982 -15.90492 -9.48797  -1.15
N 1.27600 -14.76841 -7.50670  -0.79
H 2.86916 -20.07428 -8.71708  0.29
H 3.83976 -18.95358 -7.92827  0.36
H 3.61111 -18.93013 -9.74443  0.33
H 2.85870 -16.83405 -7.27836  0.44
H 2.97007 -16.34277 -9.02709  0.35
H 0.36658 -16.63057 -7.40932  -0.01
H 1.14816 -15.48537 -10.18050  0.29
H -0.47356 -15.27724 -9.42718  0.46
H -0.03959 -16.81978 -9.87528  0.10
H 1.91384 -14.29479 -8.13753  0.27
H 0.41638 -14.24132 -7.44300  0.30
N -2.34408 -22.21147 -7.77815  -0.36
C -2.85125 -21.00263 -7.46318  0.53
N -4.19493 -20.92331 -7.69433  -0.24
O -2.18927 -20.13031 -6.88446  -0.66
H -2.89817 -22.90565 -8.23951  0.14
H -1.38202 -22.43474 -7.59574  0.22
H -4.72332 -20.09795 -7.46034  0.14
H -4.72714 -21.72519 -7.96585  0.16
N -1.10566 -18.13353 -2.34480  -0.40
C -1.09797 -19.00038 -3.39246  0.51
N -1.68261 -18.49081 -4.51893  -0.30
O -0.42626 -20.02801 -3.42842  -0.63
H -0.61766 -18.46587 -1.52910  0.24
H -1.75737 -17.38835 -2.19384  0.20
H -1.59270 -17.49951 -4.68400  0.29
H -1.71294 -18.95673 -5.41616  0.25
O -4.74486 -17.76921 -6.87278  -0.61
H -4.63303 -17.42082 -5.98232  0.32
H -3.85914 -17.75517 -7.25379  0.27
O -2.46058 -17.04581 -11.52347  -0.60
H -2.25069 -18.00985 -11.53263  0.30
H -1.80280 -16.64846 -12.10099  0.25
O -5.64844 -18.71140 -9.61061  -0.65
H -6.09814 -18.58927 -8.76702  0.31
H -4.74725 -18.39932 -9.45148  0.24
O -2.41524 -18.12048 -8.79941  1.26
H -1.62830 -18.43203 -9.26922  -0.30
H -2.67887 -18.87709 -8.24186  -0.45
O -2.98823 -15.21493 -9.27272  -0.68
H -2.89832 -16.16696 -9.11526  0.16
H -3.71783 -15.14408 -9.89448  0.30
O 0.04660 -19.70023 -9.28120  -0.64
H 0.67954 -18.97473 -9.01907  0.59
H -0.05997 -20.23356 -8.48488  0.17

Forces on atoms 1 to 3 (eV/Å):
C -0.94 0.56 -0.40
O 0.91 -0.31 -0.11
C -0.86 1.05 0.34